This record from the OMol25 dataset describes a structure of composition C19H44ClNP2ReS in a non-equilibrium geometry. The level of theory is wB97M-V/def2-TZVPD.

Results
HOMO (alpha / beta) (eV): -6.6 / -8.0
Multiplicity: 4
LUMO (alpha / beta) (eV): 0.6617 / -0.8921
HOMO-LUMO gap (alpha / beta) (eV): 7.2 / 7.1
Total energy (Ha): -2424.3915

Each line ends with the natural charge from an NBO analysis.
Element x y z (Å)
1 C -0.78 3.00 2.12  -0.5214
2 C -2.76 0.86 2.76  -0.5281
3 C 0.60 -2.46 -3.06  -0.5320
4 H -3.75 0.65 0.84  0.2299
5 H -1.25 -3.14 -3.93  0.2145
6 C -0.12 0.98 -3.68  -0.6129
7 H 1.12 1.02 3.11  0.2541
8 H -1.56 3.38 4.15  0.2123
9 H -3.66 2.34 1.39  0.2073
10 H 3.47 -3.23 -2.85  0.2088
11 H 0.27 -1.39 2.50  0.2435
12 H 4.39 -2.05 -0.29  0.2065
13 H -0.56 0.46 -4.54  0.2028
14 H -1.17 0.98 5.17  0.2030
15 C -1.67 3.74 3.12  -0.6179
16 H -2.88 -1.29 2.32  0.2346
17 Cl 1.74 1.31 0.47  -0.4375
18 H 1.32 -1.17 3.90  0.2192
19 P 1.31 -0.98 -2.20  0.9825
20 H 3.53 -0.28 -1.93  0.2319
21 C 0.17 0.59 3.46  -0.5338
22 H -0.43 -1.41 4.14  0.2058
23 C -3.79 1.31 1.73  -0.6286
24 C 1.28 0.48 -3.35  -0.5283
25 H 4.88 -2.17 -2.66  0.2152
26 H -2.73 3.70 2.84  0.2090
27 H 1.77 1.24 -2.71  0.2392
28 H 3.69 -1.82 -3.92  0.2107
29 C 0.62 -3.67 -2.13  -0.6234
30 C 3.10 -1.30 -1.86  -0.5227
31 H 1.85 -0.60 -5.18  0.2020
32 C 3.81 -2.18 -2.89  -0.6158
33 H -2.81 1.50 3.65  0.2288
34 H 0.75 -1.07 0.57  -0.1015
35 H -2.39 -0.92 4.00  0.2123
36 H 2.00 1.17 -5.26  0.2140
37 Re -0.35 0.13 0.24  0.2324
38 C -0.94 3.61 0.72  -0.6157
39 H -0.06 -3.52 -1.27  0.2447
40 C -3.02 -0.60 3.16  -0.6167
41 H -0.81 0.87 -2.83  0.2278
42 C -0.84 -2.21 -3.51  -0.6104
43 H 3.05 -1.04 0.30  0.2407
44 H 0.27 -4.55 -2.68  0.2122
45 H -1.36 4.79 3.11  0.2210
46 H -4.06 -0.67 3.49  0.2163
47 C 3.32 -1.81 -0.43  -0.6141
48 H 1.26 -2.61 -3.93  0.2105
49 H -0.93 -1.44 -4.28  0.2089
50 P -1.02 1.13 2.13  1.1804
51 H -1.93 3.39 0.30  0.2031
52 C -1.77 -1.70 0.04  -0.1129
53 H 0.27 3.09 2.43  0.2416
54 H 0.02 2.28 4.85  0.2109
55 S -2.35 -0.22 -0.69  0.0790
56 C -0.15 1.20 4.84  -0.6156
57 H 0.54 0.75 5.57  0.2230
58 H -4.80 1.21 2.17  0.2174
59 H -0.07 2.05 -3.92  0.2139
60 H -1.47 -1.93 -2.65  0.2204
61 C 0.32 -0.93 3.50  -0.6246
62 H 1.62 -3.90 -1.74  0.2053
63 H -0.18 3.23 0.04  0.2434
64 H -0.47 1.33 -0.83  -0.0931
65 H 3.21 0.22 -4.37  0.2101
66 C 2.14 0.29 -4.61  -0.6149
67 H -0.83 4.70 0.79  0.2118
68 H 2.74 -2.72 -0.21  0.2105
69 N -1.67 -2.84 0.40  -0.3508